{
  "formula": "C4H11N2O",
  "method": "the ωB97M-V functional and the def2-TZVPD basis",
  "lumo_ha": [0.028, -0.007],
  "fmax_ev_per_a": 3.9,
  "spin_multiplicity": 2,
  "de_lowest_kcal_mol": 54.8,
  "homo_energy_ev": [-7.84, -8.86],
  "symbols": ["N", "C", "C", "C", "N", "C", "O", "H", "H", "H", "H", "H", "H", "H", "H", "H", "H", "H"],
  "xyz": [[-3.31, 1.03, -1.42], [-0.19, 0.28, 0.96], [0.76, 1.28, 1.59], [-0.28, -0.34, -0.33], [1.09, -0.55, -0.57], [1.95, -1.66, -0.12], [-1.14, -0.57, -1.16], [-3.51, 0.06, -1.20], [-3.51, 1.45, -2.32], [-2.31, 1.11, -1.28], [-0.52, -0.37, 1.79], [1.70, 0.67, 1.42], [0.61, 1.13, 2.66], [0.84, 2.28, 1.25], [1.58, 0.14, -1.11], [1.97, -2.49, -0.90], [2.90, -1.20, 0.17], [1.37, -2.26, 0.60]]
}

---

{
  "formula": "C61H49N4NaO5P2Si",
  "method": "the ωB97M-V functional and the def2-TZVPD basis",
  "total_charge": -2,
  "lumo_ha": 0.128,
  "fmax_ev_per_a": 1.7,
  "de_lowest_kcal_mol": 0.0,
  "homo_energy_ev": -1.00,
  "symbols": ["Na", "O", "C", "N", "C", "C", "C", "C", "C", "C", "N", "C", "O", "C", "C", "C", "C", "C", "N", "C", "C", "C", "C", "C", "N", "H", "H", "H", "H", "H", "H", "H", "H", "H", "H", "H", "H", "O", "P", "C", "P", "O", "C", "C", "C", "C", "C", "C", "C", "C", "C", "C", "C", "C", "C", "C", "C", "C", "C", "C", "C", "C", "C", "C", "C", "C", "H", "H", "H", "H", "H", "H", "H", "H", "H", "H", "H", "H", "H", "H", "H", "H", "H", "H", "H", "H", "H", "H", "O", "Si", "C", "C", "C", "C", "C", "C", "C", "C", "C", "C", "C", "C", "C", "C", "C", "C", "C", "C", "H", "H", "H", "H", "H", "H", "H", "H", "H", "H", "H", "H", "H", "H", "H"],
  "xyz": [[-0.69, -0.98, -0.60], [-4.91, -2.72, 0.38], [-3.71, -2.36, 0.33], [-2.97, -1.87, -0.64], [-3.60, -1.46, -1.84], [-4.85, -0.84, -1.85], [-5.42, -0.30, -3.01], [-4.73, -0.42, -4.20], [-3.48, -1.05, -4.22], [-2.87, -1.54, -3.06], [-1.53, -1.91, -3.01], [-0.80, -2.10, -4.08], [-1.10, -2.43, -5.25], [0.66, -1.67, -3.86], [1.41, -1.30, -4.98], [2.64, -0.70, -4.81], [3.11, -0.49, -3.52], [2.33, -0.93, -2.47], [1.14, -1.51, -2.62], [-2.96, -2.44, 1.68], [-3.65, -2.89, 2.81], [-3.02, -2.81, 4.04], [-1.74, -2.27, 4.12], [-1.14, -1.86, 2.94], [-1.72, -1.96, 1.75], [-5.40, -0.81, -0.91], [-6.39, 0.18, -2.97], [-5.15, -0.04, -5.13], [-2.94, -1.18, -5.15], [0.97, -1.49, -5.96], [3.22, -0.38, -5.67], [4.07, -0.01, -3.33], [2.66, -0.83, -1.43], [-4.65, -3.27, 2.68], [-3.53, -3.15, 4.94], [-1.22, -2.17, 5.07], [-0.14, -1.43, 2.92], [-0.90, 0.55, 0.88], [-1.81, 1.72, 0.94], [-2.46, 2.19, -0.67], [-1.18, 2.00, -1.96], [-0.73, 0.60, -2.06], [-1.93, 2.60, -3.47], [-2.76, 3.72, -3.57], [-3.32, 4.07, -4.79], [-3.06, 3.29, -5.91], [-2.25, 2.16, -5.82], [-1.69, 1.81, -4.60], [0.20, 3.09, -1.55], [0.21, 4.46, -1.76], [1.32, 5.22, -1.41], [2.44, 4.59, -0.88], [2.45, 3.22, -0.68], [1.33, 2.46, -1.02], [-3.23, 1.46, 2.01], [-2.97, 1.03, 3.32], [-4.02, 0.70, 4.16], [-5.33, 0.80, 3.71], [-5.60, 1.21, 2.41], [-4.55, 1.53, 1.56], [-0.96, 3.16, 1.64], [0.31, 2.95, 2.16], [0.99, 4.00, 2.75], [0.41, 5.26, 2.82], [-0.86, 5.47, 2.30], [-1.55, 4.41, 1.72], [-2.90, 3.19, -0.66], [-3.21, 1.44, -0.97], [-2.98, 4.31, -2.69], [-3.97, 4.93, -4.86], [-3.51, 3.55, -6.86], [-2.09, 1.53, -6.68], [-1.10, 0.90, -4.50], [-0.66, 4.95, -2.19], [1.32, 6.29, -1.57], [3.31, 5.18, -0.61], [3.32, 2.73, -0.27], [1.32, 1.39, -0.87], [-1.95, 0.92, 3.66], [-3.81, 0.34, 5.16], [-6.15, 0.51, 4.36], [-6.61, 1.24, 2.04], [-4.76, 1.80, 0.53], [0.75, 1.96, 2.08], [1.99, 3.84, 3.15], [0.95, 6.08, 3.27], [-1.32, 6.45, 2.35], [-2.55, 4.57, 1.33], [1.53, -1.52, 0.69], [2.82, -2.20, 1.31], [3.73, -0.92, 2.40], [3.64, 0.43, 2.04], [4.25, 1.43, 2.78], [4.97, 1.11, 3.92], [5.08, -0.22, 4.31], [4.46, -1.22, 3.56], [2.68, -3.74, 2.42], [1.76, -3.78, 3.49], [1.64, -4.88, 4.32], [2.45, -6.00, 4.12], [3.37, -5.99, 3.08], [3.48, -4.88, 2.25], [4.12, -2.76, 0.03], [5.48, -2.44, 0.10], [6.38, -2.88, -0.86], [5.93, -3.65, -1.93], [4.58, -3.97, -2.03], [3.69, -3.53, -1.06], [3.04, 0.68, 1.16], [4.16, 2.47, 2.47], [5.45, 1.89, 4.51], [5.63, -0.48, 5.21], [4.54, -2.25, 3.88], [1.12, -2.92, 3.66], [0.91, -4.88, 5.12], [2.35, -6.87, 4.76], [4.00, -6.85, 2.91], [4.20, -4.90, 1.44], [5.84, -1.84, 0.93], [7.43, -2.61, -0.79], [6.63, -3.98, -2.69], [4.22, -4.55, -2.87], [2.64, -3.76, -1.17]]
}

---

{
  "formula": "C4H10N6",
  "method": "the ωB97M-V functional and the def2-TZVPD basis",
  "lumo_ha": 0.028,
  "fmax_ev_per_a": 4.9,
  "de_lowest_kcal_mol": 12.8,
  "homo_energy_ev": -9.41,
  "smiles": "C[C@H](N)[C@@H](N)c1nnn[nH]1",
  "symbols": ["C", "C", "C", "C", "N", "N", "N", "N", "N", "N", "H", "H", "H", "H", "H", "H", "H", "H", "H", "H"],
  "xyz": [[-1.26, -0.14, 0.34], [1.20, 0.04, -1.46], [0.18, 0.50, 0.84], [1.43, -0.15, 0.07], [-3.39, -0.62, 0.28], [-2.35, -0.50, 1.14], [-1.71, -0.03, -0.88], [-3.00, -0.34, -0.88], [0.17, 1.83, 0.56], [1.71, -1.46, 0.54], [0.25, -0.28, -1.85], [1.10, 0.99, -1.85], [2.01, -0.39, -1.95], [0.21, 0.26, 1.83], [2.21, 0.46, 0.30], [0.55, 1.95, -0.40], [-0.72, 2.37, 0.82], [1.13, -2.07, -0.04], [-2.41, -0.70, 2.20], [2.67, -1.72, 0.39]]
}

---

Please write out number 1 again, unchanged.
{
  "formula": "C4H11N2O",
  "method": "the ωB97M-V functional and the def2-TZVPD basis",
  "lumo_ha": [0.028, -0.007],
  "fmax_ev_per_a": 3.9,
  "spin_multiplicity": 2,
  "de_lowest_kcal_mol": 54.8,
  "homo_energy_ev": [-7.84, -8.86],
  "symbols": ["N", "C", "C", "C", "N", "C", "O", "H", "H", "H", "H", "H", "H", "H", "H", "H", "H", "H"],
  "xyz": [[-3.31, 1.03, -1.42], [-0.19, 0.28, 0.96], [0.76, 1.28, 1.59], [-0.28, -0.34, -0.33], [1.09, -0.55, -0.57], [1.95, -1.66, -0.12], [-1.14, -0.57, -1.16], [-3.51, 0.06, -1.20], [-3.51, 1.45, -2.32], [-2.31, 1.11, -1.28], [-0.52, -0.37, 1.79], [1.70, 0.67, 1.42], [0.61, 1.13, 2.66], [0.84, 2.28, 1.25], [1.58, 0.14, -1.11], [1.97, -2.49, -0.90], [2.90, -1.20, 0.17], [1.37, -2.26, 0.60]]
}